Molecular formula: C5H8OS
Method: DFT, ωB97M-V/def2-TZVPD

Summary:
Lowest unoccupied orbital energy ... 0.6732 eV
Kohn-Sham gap ... 9.858 eV
Electronic energy ... -668.59992 Eh
HOMO level ... -9.2 eV

Geometry as ORCA input:
```
! RIJCOSX wB97M-V def2-TZVPD def2/J DEFGRID3
* xyz 0 1
C -0.6226 -1.1255 -0.1133
C 0.4617 -0.5410 -0.9789
C 0.4471 1.0177 -0.6617
C 0.5418 0.8532 0.9050
C 0.4415 -0.7698 0.9117
H -2.1625 1.0488 -0.5619
H -0.9012 -2.3020 -0.1983
H 0.3505 -1.0130 -2.0496
H -0.3269 1.6040 -1.1178
H 1.1827 1.6937 -1.1205
H -0.2755 1.2491 1.5105
H 1.5914 0.8681 1.4284
H 0.1597 -1.0817 2.0315
O 1.4475 -1.2134 -0.0601
S -2.3351 -0.2881 0.0749
*
```


Molecular formula: C2H4ClNO2
Method: DFT, ωB97M-V/def2-TZVPD

Summary:
Lowest unoccupied orbital energy (alpha / beta) ... 0.1218 / 0.1219 eV
Kohn-Sham gap (alpha / beta) ... 8.836 / 8.837 eV
Electronic energy ... -743.87809 Eh
HOMO level (alpha / beta) ... -8.7 / -8.7 eV

Geometry as ORCA input:
```
! RIJCOSX wB97M-V def2-TZVPD def2/J DEFGRID3
* xyz 0 1
C -0.0454 -0.8951 -0.3603
C -1.3143 -0.2875 0.1108
N 1.3279 0.5726 -0.7963
O 0.4118 -1.9630 -0.3804
O 0.8817 1.6811 -0.1257
Cl 2.7938 -0.0176 0.0135
H -1.6778 -0.9294 1.0467
H -1.0770 0.7051 0.4269
H -1.9722 -0.3433 -0.7531
H 0.6716 1.4771 0.8180
*
```


Molecular formula: C4H14N2O4
Method: DFT, ωB97M-V/def2-TZVPD

Summary:
Lowest unoccupied orbital energy ... 0.2556 eV
SMILES string ... C[C@@H](O)CNC(N)=O.O.O
Kohn-Sham gap ... 10.104 eV
Electronic energy ... -571.24611 Eh
HOMO level ... -9.8 eV

Geometry as ORCA input:
```
! RIJCOSX wB97M-V def2-TZVPD def2/J DEFGRID3
* xyz 0 1
C 0.1155 -0.1302 -0.9865
C -0.0613 1.4570 -0.6423
C -0.2908 2.2313 -1.9080
O -1.1495 1.3936 0.2299
N 1.0558 -0.8638 -0.0685
C 0.8479 -2.2914 -0.0480
N 1.6369 -2.8319 0.9471
O 0.1509 -2.8266 -0.8634
H -0.8757 -0.4598 -0.6930
H 0.6138 -0.2719 -1.9963
H 0.9327 1.7456 -0.3205
H 0.5728 2.7868 -2.2327
H -0.3153 1.6861 -2.8380
H -1.0744 2.9668 -1.9168
H -1.3703 2.2073 0.6929
H 0.8514 -0.3771 0.7842
H 1.1891 -3.7482 1.2480
H 2.4858 -2.4159 1.2870
H 0.8135 1.6174 2.2887
H 0.5195 2.6704 3.3222
O 0.1884 2.3233 2.4913
H -2.3624 -1.8389 1.0612
H -1.8403 -2.6178 -0.1718
O -2.6339 -2.4120 0.3333
*
```


Molecular formula: C10H40N20O10
Method: DFT, ωB97M-V/def2-TZVPD

Summary:
Lowest unoccupied orbital energy ... 0.0976 eV
SMILES string ... NC(N)=O.NC(N)=O.NC(N)=O.NC(N)=O.NC(N)=O.NC(N)=O.NC(N)=O.NC(N)=O.NC(N)=O.NC(N)=O
Kohn-Sham gap ... 8.993 eV
Electronic energy ... -2252.98874 Eh
HOMO level ... -8.9 eV

Geometry as ORCA input:
```
! RIJCOSX wB97M-V def2-TZVPD def2/J DEFGRID3
* xyz 0 1
C 0.3858 0.5312 0.4889
O 1.1044 -0.1091 1.2145
N -0.8382 0.0251 -0.0930
N 0.7487 1.8444 0.0287
H -1.2187 0.5226 -0.8658
H -1.1016 -0.9202 0.1023
H 1.7337 2.0309 0.1360
H 0.1400 2.1856 -0.7072
C -1.7989 2.5074 3.7108
O -3.0033 2.3288 3.6427
N -1.1237 2.7862 4.9287
N -0.8791 2.2894 2.6778
H -0.2711 3.2769 4.8573
H -1.7681 3.0228 5.6701
H 0.0684 2.5576 2.8094
H -1.1409 2.0499 1.7396
C 4.6846 1.0601 1.5397
O 4.7705 -0.1115 1.1860
N 3.3955 1.6720 1.7818
N 5.7662 1.9030 1.6321
H 3.4655 2.4816 2.4040
H 2.5949 1.0272 1.8306
H 5.6947 2.8520 1.9077
H 6.6842 1.4989 1.5900
C -0.7917 -4.0726 0.5291
O -0.3017 -2.9140 0.7371
N -1.2087 -4.8804 1.5731
N -0.9277 -4.6172 -0.7590
H -1.0680 -4.6096 2.5148
H -1.5719 -5.7823 1.2791
H -1.6280 -5.3534 -0.8172
H -0.6978 -4.0305 -1.5416
C -0.4348 -0.6817 -3.7433
O -1.1560 -1.5970 -3.3932
N 0.8395 -0.4624 -3.1667
N -0.8471 0.2696 -4.6844
H 1.4516 0.0617 -3.7686
H 1.2941 -1.2697 -2.7730
H -0.2162 0.9831 -5.0190
H -1.5825 0.0306 -5.3406
C 0.7723 3.5398 -4.5127
O -0.3111 3.6174 -5.0871
N 0.9433 2.9949 -3.2570
N 1.9946 4.0330 -5.0272
H 1.8575 2.9766 -2.8273
H 0.1602 2.5997 -2.7842
H 2.0049 4.3313 -5.9837
H 2.8682 3.6461 -4.7290
C -4.4208 -2.2713 0.5298
O -4.2009 -3.1870 -0.2682
N -3.4969 -1.6784 1.3935
N -5.6922 -1.7787 0.7410
H -2.5258 -1.8202 1.2122
H -3.8522 -1.2554 2.2328
H -5.7475 -0.8086 1.0117
H -6.3957 -2.1313 0.1106
C -2.7888 2.4271 -1.7239
O -1.5588 2.2299 -1.7779
N -3.4089 3.0242 -0.6323
N -3.5745 2.1226 -2.8165
H -2.8423 3.2743 0.1462
H -4.3741 2.7878 -0.4578
H -3.3060 1.5357 -3.5704
H -4.4532 2.6289 -2.9135
C 3.4253 -2.6531 -1.1916
O 3.0555 -3.2779 -2.1972
N 4.5939 -1.9623 -1.1602
N 2.6081 -2.5535 -0.0232
H 4.9331 -1.5135 -0.3318
H 5.1337 -1.9293 -2.0128
H 1.6839 -2.9151 -0.1904
H 2.6337 -1.6468 0.4043
C 0.6523 -1.9496 4.5279
O 0.6503 -2.3173 5.7059
N 1.0341 -2.8549 3.4661
N 0.3279 -0.6897 4.0652
H 0.7489 -2.6563 2.5304
H 1.2756 -3.7945 3.6925
H 0.4015 -0.4476 3.1110
H -0.0561 -0.0642 4.7550
*
```


Molecular formula: C3H13NO3
Method: DFT, ωB97M-V/def2-TZVPD

Summary:
Lowest unoccupied orbital energy ... 0.8778 eV
SMILES string ... C=NCC.O.O.O
Kohn-Sham gap ... 10.804 eV
Electronic energy ... -402.54389 Eh
HOMO level ... -9.9 eV

Geometry as ORCA input:
```
! RIJCOSX wB97M-V def2-TZVPD def2/J DEFGRID3
* xyz 0 1
C 1.3132 1.6697 -0.5283
C 1.1254 1.3880 0.9839
C -0.8144 0.0929 1.6102
N 0.3066 0.1721 1.0408
H 0.5084 1.1897 -1.0563
H 1.2727 2.7466 -0.6808
H 2.3184 1.3846 -0.8021
H 0.6685 2.2013 1.5569
H 2.0487 1.0922 1.4963
H -1.2648 0.9323 2.1633
H -1.3631 -0.8195 1.4256
H -3.3512 0.5224 -0.7541
H -2.1797 -0.5524 -0.8617
O -2.7095 -0.0100 -0.3021
H 1.0192 -1.1977 0.1406
H 1.6297 -2.6248 0.2935
O 1.2114 -2.0438 -0.3284
H -0.4922 -2.0193 -1.0258
H -0.2679 -2.0776 -2.5133
O -0.9794 -2.0466 -1.8583
*
```


Molecular formula: C8H17OP
Method: DFT, ωB97M-V/def2-TZVPD

Summary:
Lowest unoccupied orbital energy ... 0.3890 eV
Kohn-Sham gap ... 8.345 eV
Electronic energy ... -731.51053 Eh
HOMO level ... -8.0 eV

Geometry as ORCA input:
```
! RIJCOSX wB97M-V def2-TZVPD def2/J DEFGRID3
* xyz 0 1
C -0.2020 0.8247 -1.7470
C -0.9913 0.0864 -0.6212
C 0.2153 -0.4430 0.3841
C -1.9818 1.0038 0.1904
C -1.8836 -1.0318 -1.2670
C 0.2739 0.1832 1.7780
C 0.2193 -1.9337 0.6039
C 2.6442 1.3912 0.2040
O 2.6569 -1.1433 -0.8080
P 1.8108 0.0016 -0.5380
H -0.2553 0.4581 -2.7436
H 0.1901 1.8220 -1.5834
H -2.8988 0.9865 -0.4115
H -1.5795 2.0301 0.2815
H -2.4093 0.6234 1.1030
H -1.2867 -1.7526 -1.6902
H -2.4943 -0.7284 -2.0848
H -2.5881 -1.3554 -0.4454
H 0.0046 1.2884 1.7641
H 1.4160 0.0452 1.9707
H -0.4659 -0.2416 2.5311
H 1.1958 -2.2592 1.1154
H 0.3480 -2.4453 -0.4088
H -0.5690 -2.4219 1.2459
H 3.4668 0.9256 0.8686
H 3.0473 2.0393 -0.5732
H 2.1167 2.0467 0.8815
*
```


Computed relative energy (zero: lowest compared OMol25 entry of this formula, charge and spin) (kJ/mol) in order:
364.0; 411.9; 151.6; 79.3; 95.9; 186.0